No. 1
The following is a quantum chemistry calculation of 5 unconnected molecules or ions with the total composition CH11O5, from OMol25.

Computed properties:
Calculated total energy   -420.92812 Eh
Net charge   -1
Maximum force   2.62 eV Å⁻¹
Relative energy (zero: lowest compared OMol25 entry of this formula, charge and spin)   14.2 kcal/mol
Kohn-Sham gap   8.963 eV

```
17
CH11O5 ωB97M-V with the def2-TZVPD basis set
C 0.68263 -0.74640 1.42193
O -0.10790 -0.83291 0.19549
H 0.40104 0.12655 2.02577
H 1.79218 -0.66480 1.27402
H 0.55514 -1.69192 2.09381
H -0.75959 -3.88349 -0.44236
H -0.15928 -2.55041 -0.00707
O -0.00387 -3.52804 0.06137
H -0.48843 0.08370 -0.04690
H -2.18523 1.33280 -0.38599
O -1.31372 1.43098 -0.66160
H -0.47925 2.37199 0.39597
H 1.11712 2.55553 0.36495
O 0.33940 2.90064 0.77478
H 0.78183 0.72368 -2.05922
H -0.41512 1.38374 -2.21913
O 0.24304 0.98836 -2.78583
```



No. 2
The following is a quantum chemistry calculation of a single C4H8O2 molecule, from OMol25.

Computed properties:
Calculated total energy   -307.61284 Eh
Maximum force   0.51 eV Å⁻¹
Relative energy (zero: lowest compared OMol25 entry of this formula, charge and spin)   62.5 kcal/mol
Kohn-Sham gap   11.365 eV

```
14
C4H8O2 ωB97M-V with the def2-TZVPD basis set
C -1.79945 0.59198 0.37403
O -1.52386 -0.78078 0.65118
C -0.30421 -1.15322 0.10209
O 0.83191 -1.58950 0.85131
C 0.81916 -0.26294 0.32814
C 1.64873 0.35625 -0.76181
H -1.56138 0.85754 -0.66744
H -2.86292 0.76150 0.54445
H -1.22418 1.26449 1.02416
H -0.42602 -1.80558 -0.76021
H 0.63881 0.42470 1.15398
H 2.62777 0.69706 -0.41344
H 1.07434 1.25092 -1.04825
H 1.75725 -0.26760 -1.65284
```